# 1
Below is a structure of composition I6O8P2Sn4, with properties calculated with ωB97M-V with the def2-TZVPD basis set.

Properties
HOMO (eV): 4.3
Kohn-Sham gap (eV): 2.432
Molar mass (g mol⁻¹): 1426.2

ORCA input file:
```
! RIJCOSX wB97M-V def2-TZVPD def2/J DEFGRID3
* xyz -4 1
Sn -1.494 3.644 0.481
Sn 2.435 0.464 1.140
Sn 1.465 -0.116 -2.726
Sn -0.702 -0.807 0.096
I -1.531 -2.291 3.726
I -3.334 3.240 -0.840
I -4.492 -0.554 2.283
I -1.321 -1.293 -4.298
I -3.700 -3.351 -0.385
I -0.110 1.966 3.897
P 0.762 2.311 -0.724
O 2.257 2.041 -0.447
O 0.057 1.925 0.689
O 0.105 1.240 -1.668
O 0.180 3.849 -1.233
P 1.986 -2.533 0.075
O 0.415 -2.562 -0.908
O 2.903 -3.674 -0.220
O 1.408 -2.218 1.530
O 2.709 -1.281 -0.468
*
```

=====

# 2
Below is a structure of composition CHF3MgNO3S2V, with properties calculated with ωB97M-V with the def2-TZVPD basis set.

Properties
ΔE to the lowest compared entry with this formula, charge and spin (kJ/mol): 0.0
HOMO (spin up / spin down) (eV): -12.4 / -12.4
Kohn-Sham gap (spin up / spin down) (eV): 6.438 / 6.339
Molar mass (g mol⁻¹): 271.4

ORCA input file:
```
! RIJCOSX wB97M-V def2-TZVPD def2/J DEFGRID3
* xyz 1 4
V 1.740 1.874 0.910
N -0.388 -0.124 -0.090
S 1.053 -0.497 -0.706
O 2.112 0.602 -0.397
S -0.509 0.917 1.308
O -1.586 1.947 0.653
C 1.663 -1.777 0.533
F 0.890 -2.846 0.463
F 1.618 -1.282 1.766
F 2.909 -2.110 0.245
Mg -1.878 0.896 -0.918
O -3.470 0.865 -1.877
H -4.153 1.535 -1.889
*
```

=====

# 3
Below is a structure of composition C35H37CrN12, with properties calculated with ωB97M-V with the def2-TZVPD basis set.

Properties
HOMO (spin up / spin down) (eV): -7.8 / -10.3
Kohn-Sham gap (spin up / spin down) (eV): 4.669 / 6.989
Molar mass (g mol⁻¹): 677.8

ORCA input file:
```
! RIJCOSX wB97M-V def2-TZVPD def2/J DEFGRID3
* xyz 1 5
Cr -0.689 0.658 0.145
C -1.601 -0.247 -3.861
C -0.357 -0.437 -4.512
C 0.796 -0.328 -3.801
C 0.783 -0.032 -2.404
N -0.435 0.169 -1.804
C -1.573 0.053 -2.539
N 1.954 0.000 -1.773
C 2.122 0.235 -0.473
N 1.163 0.578 0.473
C 1.755 0.765 1.714
N 1.185 1.121 2.856
C -0.107 1.401 3.017
C -0.517 1.870 4.302
C -1.804 2.231 4.548
C -2.766 2.136 3.513
C -2.344 1.668 2.313
N -1.066 1.285 2.042
C 3.161 0.524 1.550
C 4.215 0.571 2.464
C 5.481 0.292 1.999
C 5.709 -0.031 0.645
C 4.674 -0.080 -0.263
C 3.387 0.201 0.201
H -2.542 -0.325 -4.386
H -0.329 -0.675 -5.568
H 1.768 -0.478 -4.250
H -2.505 0.215 -2.002
H 0.254 1.932 5.057
H -2.094 2.593 5.526
H -3.799 2.414 3.663
H -3.062 1.551 1.503
H 4.032 0.822 3.501
H 6.321 0.320 2.682
H 6.718 -0.245 0.318
H 4.843 -0.329 -1.303
C -0.664 5.472 -3.834
C -0.569 5.653 -2.324
N -1.247 4.593 -1.564
C -2.685 4.738 -1.336
C -3.546 3.904 -2.281
C -0.599 3.500 -1.152
C 0.871 3.378 -1.428
N -1.184 2.531 -0.490
H -0.044 6.215 -4.336
H -1.689 5.599 -4.186
H -0.322 4.480 -4.136
H -1.031 6.595 -2.033
H 0.468 5.709 -2.009
H -2.921 5.792 -1.458
H -2.907 4.502 -0.292
H -3.404 4.219 -3.314
H -4.600 4.030 -2.029
H -3.302 2.842 -2.225
H 1.421 4.120 -0.847
H 1.095 3.534 -2.482
H 1.218 2.394 -1.135
H -2.170 2.704 -0.320
C 0.052 -2.791 -1.036
C -0.949 -2.515 0.026
N -1.123 -1.369 0.674
C -2.099 -1.596 1.641
C -2.499 -2.883 1.569
N -1.776 -3.451 0.539
C -1.856 -4.860 0.163
N -0.622 -5.559 0.362
N 0.010 -6.103 -0.720
N 1.152 -6.535 -0.362
C 1.330 -6.254 0.983
C 2.418 -6.503 1.823
C 2.313 -6.080 3.127
C 1.156 -5.427 3.598
C 0.073 -5.178 2.782
C 0.192 -5.609 1.457
H 0.771 -1.978 -1.086
H -0.419 -2.913 -2.015
H 0.605 -3.705 -0.819
H -2.406 -0.847 2.347
H -3.224 -3.437 2.142
H -2.103 -4.966 -0.890
H -2.653 -5.294 0.762
H 3.299 -7.008 1.448
H 3.133 -6.248 3.813
H 1.116 -5.115 4.633
H -0.810 -4.677 3.156
*
```

=====

# 4
Below is a structure of composition C53H45F9MnN4OPS, with properties calculated with ωB97M-V with the def2-TZVPD basis set.

Properties
HOMO (spin up / spin down) (eV): -7.3 / -7.6
Kohn-Sham gap (spin up / spin down) (eV): 6.840 / 7.174
Molar mass (g mol⁻¹): 1042.9

ORCA input file:
```
! RIJCOSX wB97M-V def2-TZVPD def2/J DEFGRID3
* xyz 0 5
Mn 0.083 1.227 0.486
C 2.590 1.640 -2.578
C 2.714 2.316 -1.216
C 3.110 1.388 -0.061
N 2.007 0.674 0.579
C 2.161 0.179 1.827
C 3.154 0.589 2.719
C 3.514 0.147 3.991
C 3.003 -0.878 4.755
C 1.910 -1.670 4.410
C 1.065 -1.591 3.330
C 1.026 -0.718 2.219
N 0.002 -0.580 1.408
C -1.292 -1.200 1.667
C -2.155 -0.369 2.618
C -2.201 1.121 2.214
N -1.803 1.343 0.836
C -2.656 1.375 -0.175
C -4.017 1.061 -0.039
C -5.071 1.222 -0.936
C -5.096 1.802 -2.185
C -3.993 2.320 -2.869
C -2.654 2.245 -2.573
C -1.983 1.635 -1.473
N -0.703 1.348 -1.474
C 0.037 1.485 -2.725
C 1.375 0.726 -2.705
H 3.505 1.073 -2.779
H 2.533 2.410 -3.355
H 1.799 2.858 -0.963
H 3.493 3.079 -1.284
H 3.690 1.983 0.645
H 3.803 0.629 -0.451
H 3.760 1.411 2.365
H 4.336 0.698 4.435
H 3.480 -1.077 5.706
H 1.655 -2.452 5.118
H 0.265 -2.323 3.340
H -1.200 -2.220 2.042
H -1.803 -1.277 0.706
H -1.765 -0.447 3.635
H -3.157 -0.806 2.628
H -1.503 1.692 2.829
H -3.190 1.544 2.402
H -4.294 0.637 0.918
H -6.029 0.871 -0.567
H -6.059 1.884 -2.672
H -4.222 2.823 -3.803
H -1.998 2.705 -3.299
H 0.225 2.549 -2.925
H -0.583 1.114 -3.548
H 1.459 0.134 -3.621
H 1.362 0.016 -1.877
C -1.308 9.395 4.191
C -0.189 10.392 4.053
O -0.224 11.503 4.512
S 1.330 9.924 3.239
C 1.081 8.254 2.695
C 1.600 7.200 3.436
C 1.424 5.893 3.009
C 0.722 5.618 1.836
C 0.214 6.686 1.088
C 0.400 7.989 1.508
C 0.520 4.265 1.405
C 0.346 3.122 1.028
H -2.172 9.913 4.600
H -0.991 8.612 4.882
H -1.560 8.918 3.246
H 2.136 7.406 4.354
H 1.824 5.071 3.588
H -0.325 6.476 0.174
H 0.017 8.812 0.918
F 5.349 -5.727 -4.672
C 4.114 -6.235 -4.547
F 4.228 -7.418 -3.916
F 3.666 -6.503 -5.789
C 3.180 -5.310 -3.819
C 3.612 -4.081 -3.357
C 2.716 -3.251 -2.689
C 1.400 -3.644 -2.489
C 0.982 -4.892 -2.959
C 1.864 -5.722 -3.620
P 0.283 -2.486 -1.602
C -0.982 -2.129 -2.873
C -2.156 -1.493 -2.460
C -3.110 -1.091 -3.376
C -2.881 -1.293 -4.731
C -1.713 -1.900 -5.163
C -0.769 -2.320 -4.235
C -3.929 -0.884 -5.727
F -4.561 0.243 -5.357
F -3.412 -0.669 -6.948
F -4.878 -1.831 -5.867
C -0.550 -3.680 -0.483
C 0.224 -4.111 0.597
C -0.301 -4.956 1.558
C -1.627 -5.356 1.462
C -2.408 -4.941 0.394
C -1.869 -4.114 -0.579
C -2.235 -6.263 2.493
F -3.452 -5.832 2.874
F -1.481 -6.356 3.601
F -2.400 -7.513 2.022
H 4.636 -3.773 -3.512
H 3.046 -2.287 -2.318
H -0.041 -5.213 -2.801
H 1.540 -6.689 -3.984
H -2.325 -1.299 -1.407
H -4.015 -0.600 -3.041
H -1.538 -2.045 -6.220
H 0.139 -2.793 -4.584
H 1.247 -3.762 0.693
H 0.307 -5.284 2.390
H -3.440 -5.263 0.325
H -2.487 -3.799 -1.409
*
```